Entry from the Open Molecules 2025 dataset: 10 unconnected molecules or ions with the total composition C12H43NO10 in a non-equilibrium geometry (wB97M-V/def2-TZVPD).

```
! wB97M-V def2-TZVPD RIJCOSX def2/J DEFGRID3
* xyz 0 1
C -1.3630 2.0195 -1.7945
C -2.2119 1.7467 -0.5210
C -1.5219 2.4172 0.6748
C -3.6088 2.4596 -0.6976
C -4.6423 1.6500 -1.4717
C -4.7504 0.2932 -0.8107
C -3.4743 -0.5206 -0.7951
C -3.7513 -1.7367 0.0783
C -3.0818 -1.0624 -2.2004
N -2.4108 0.3175 -0.2194
O -1.1731 -0.3225 -0.0697
H -1.3328 3.0560 -2.1253
H -0.3709 1.6135 -1.5799
H -1.6487 1.4715 -2.6973
H -2.2216 2.3157 1.5067
H -0.6269 1.8770 0.9849
H -1.2788 3.4670 0.5212
H -3.9791 2.8763 0.2394
H -3.4584 3.3199 -1.3572
H -5.6061 2.1554 -1.4965
H -4.2487 1.4845 -2.4778
H -5.5285 -0.3221 -1.2700
H -5.0473 0.4395 0.2321
H -4.3034 -2.4805 -0.5024
H -4.2314 -1.6302 1.0510
H -2.8532 -2.3261 0.2965
H -2.1721 -1.6420 -2.0452
H -2.9134 -0.2277 -2.8806
H -3.8466 -1.6865 -2.6608
H -0.8645 -0.5308 -0.9705
C 2.0636 1.3700 0.1231
O 2.3901 0.1193 0.7035
H 1.6978 2.1083 0.8361
H 2.9122 1.7790 -0.4282
H 1.3685 1.2100 -0.7077
H 1.6127 -0.2819 1.1052
C -1.5375 -1.3756 3.3481
O -0.9466 -0.1679 2.9457
H -2.5970 -1.2723 3.5962
H -1.5162 -2.1465 2.5705
H -1.0329 -1.9025 4.1611
H -0.9271 -0.1951 1.9797
C 6.5819 1.5257 -1.4424
O 6.9385 1.3785 -0.0666
H 5.4989 1.5671 -1.5622
H 7.1414 2.3999 -1.7705
H 6.9815 0.6454 -1.9528
H 6.2046 1.0494 0.4853
O 4.8922 1.0658 1.6432
H 3.9863 0.7779 1.4348
H 4.7857 1.9237 2.0670
O 5.0744 -1.8800 1.5372
H 5.1466 -1.0939 2.0893
H 4.2764 -1.7403 1.0160
O -0.4667 -1.1095 -2.1317
H -0.6506 -1.6480 -2.9057
H 0.4896 -1.2161 -1.9763
O 2.5320 -3.4541 0.5509
H 2.9562 -4.2136 0.9588
H 1.9458 -3.0809 1.2272
O 1.2205 -2.4142 2.7662
H 1.2568 -1.5753 3.2410
H 1.0036 -3.0679 3.4380
O 2.2001 -1.8835 -1.6078
H 2.1399 -2.4387 -0.8080
H 2.8988 -1.2546 -1.4058
*
```

Its HOMO-LUMO gap is 8.21 eV. The energy above the lowest of the compared OMol25 structures with the same formula, charge and spin is 2.4139 eV. As for the SMILES: CC1(C)CCCC(C)(C)N1O.CO.CO.CO.O.O.O.O.O.O. The highest occupied orbital energy comes out at -8.1 eV. The strongest force on any atom comes out at 3.30 eV/Å. The calculation puts the total energy at -35103.9711 eV.

Here are the Löwdin charges for atoms 1 to 6, given in e: -0.025 -0.463 -0.032 -0.129 -0.174 -0.157